Entry 1:
This record from the OMol25 dataset describes a structure of composition BeN8O24Pt in a non-equilibrium geometry. The level of theory is wB97M-V/def2-TZVPD.

CARTESIAN COORDINATES (ANGSTROEM)
Be -2.96747 -0.03318 1.81029
Pt 1.87149 -1.46829 -1.44792
N -0.50600 -2.09893 -2.26063
O -1.58514 -1.59878 -1.94566
O 0.11553 -3.01092 -1.51615
O 0.42970 -1.65103 -3.01082
N 3.52748 -1.10062 0.45788
O 2.47954 -1.84636 0.47001
O 3.64877 -0.41914 -0.67836
O 4.27653 -0.83864 1.35208
N -3.62179 1.23111 -0.17691
O -3.43108 2.38956 -0.52571
O -3.96375 0.25569 -0.73498
O -3.63441 1.13760 1.43254
N -2.30249 0.85195 7.14231
O -1.95118 0.43476 6.08065
O -3.34051 1.41905 6.70175
O -1.82572 0.79749 8.24176
N 2.96952 -2.54662 -4.60095
O 3.21557 -1.57176 -3.82614
O 2.54355 -2.20562 -5.64987
O 3.06547 -3.68053 -4.14779
N 2.32804 4.78611 -3.63759
O 3.09926 5.59299 -2.98150
O 2.23664 3.56730 -3.22830
O 1.74896 5.31392 -4.52776
N -1.76443 -1.91647 2.44480
O -1.63637 -1.45805 3.57393
O -2.90819 -1.59597 1.58060
O -0.99242 -2.57160 1.74994
N -0.30247 0.90755 0.43722
O -0.35695 -0.12707 -0.23375
O 0.49994 1.87251 0.20413
O -0.96565 1.18199 1.45087

As for the LUMO energy (alpha / beta): 7.73 / 7.47 eV. As for the total charge: -4. As for the multiplicity: 3. The value obtained for the HOMO energy (alpha / beta) is 1.860 / 1.860 eV. Its frontier orbital gap (alpha / beta) is 5.87 / 5.61 eV.

=====

Entry 2:
This record from the OMol25 dataset describes a structure of composition C18H20AsN3O6S6SbY in a non-equilibrium geometry. The level of theory is wB97M-V/def2-TZVPD.

CARTESIAN COORDINATES (ANGSTROEM)
Y 0.09973 1.35189 -0.65473
S -4.39298 3.81099 1.30617
Sb -2.51231 4.21554 -0.14548
S -0.50804 3.59806 0.90835
S -2.35776 2.80105 -1.99261
S -2.23819 6.30785 -1.13167
O 3.97324 2.83515 -2.13535
As 2.64025 1.60922 -1.94313
O 1.19105 2.15339 -2.66956
O 2.23218 1.71260 -0.27076
C 3.34793 -0.21869 -2.45840
C 4.36786 -0.14580 -3.40427
C 4.74996 -1.30351 -4.11278
C 4.09323 -2.51199 -3.87123
C 3.14298 -2.61294 -2.83270
C 2.78257 -1.44106 -2.20693
S 1.44575 -1.74698 -1.02688
O 2.07732 -1.39691 0.22580
O 0.90450 -3.07063 -1.22048
O 0.33283 -0.74250 -1.35398
H 4.03543 3.22950 -1.23145
H 4.84575 0.82317 -3.54024
H 5.56173 -1.26432 -4.87970
H 4.33422 -3.39529 -4.52269
H 2.66016 -3.59785 -2.72175
C -3.25130 -1.82954 -2.18558
C -3.23387 -2.05671 -0.68040
C -4.60904 -2.04046 -0.05563
C -2.41255 -3.31157 -0.36481
C -2.62683 -0.83853 -0.14959
N -2.02135 0.11622 0.18893
H -3.65597 -2.78617 -2.61098
H -2.21991 -1.75888 -2.54529
H -3.80869 -0.95222 -2.59661
H -5.20335 -2.86859 -0.39815
H -5.18350 -1.12566 -0.26438
H -4.56394 -2.16587 1.01791
H -2.64570 -4.13853 -1.02816
H -2.56094 -3.57466 0.70406
H -1.36244 -2.98261 -0.52278
N 3.04648 -0.21939 2.45452
C 1.98152 0.44994 2.94229
N 0.80335 0.55210 2.28656
C -0.09354 1.21541 3.08518
C -1.36522 1.76559 2.83620
C -2.04886 2.42883 3.84700
C -1.60231 2.46674 5.16503
C -0.39549 1.87234 5.48237
C 0.36991 1.34695 4.44959
S 2.04172 0.98776 4.57370
H 2.89246 -0.73034 1.56649
H 3.91937 -0.21792 2.94774
H -1.85720 1.56560 1.86338
H -2.95673 2.92999 3.51257
H -2.24949 3.01789 5.88375
H 0.06403 1.88236 6.48153

As for the LUMO energy: 3.48 eV. As for the total charge: -2. The calculation puts the relative energy (zero: lowest compared OMol25 entry of this formula, charge and spin) at 0.434 eV. The value obtained for the HOMO energy is -0.838 eV. Its frontier orbital gap is 4.32 eV.

=====

Entry 3:
This record from the OMol25 dataset describes a structure of composition C37H40N8O2RbS3 in a non-equilibrium geometry. The level of theory is wB97M-V/def2-TZVPD.

CARTESIAN COORDINATES (ANGSTROEM)
Rb 0.66665 -0.00644 0.39469
C -6.56555 -1.46054 0.97829
C -5.08585 -1.49104 0.74579
C -4.53815 -1.82104 -0.45561
C -3.12945 -1.93314 -0.63391
C -2.47755 -2.28674 -1.79541
N -2.90205 -2.35504 -3.06561
C -4.02015 -1.64504 -3.65671
C -3.94055 -0.13394 -3.39791
C -2.61625 0.47306 -3.90921
N -2.07565 1.41506 -2.97061
C -2.21975 2.72016 -3.00361
C -1.74675 3.56386 -1.99981
C -1.93135 4.96266 -2.13451
C -1.48745 5.83576 -1.18321
C -1.66695 7.31716 -1.29471
C -0.85295 5.30696 -0.04291
C -0.66075 3.96146 0.17809
C -0.04405 3.59066 1.43949
N 0.14715 2.42126 1.87729
C 0.75605 2.26866 3.16619
C -0.10465 1.45146 4.13709
C -0.11825 -0.06524 3.89999
N -0.86985 -0.41374 2.73439
C -2.03045 -0.88374 2.87429
C -2.86925 -1.24144 1.74349
C -4.22785 -1.17004 1.83049
C -2.23075 -1.70174 0.51299
O -1.01865 -1.89024 0.42199
C -1.07855 2.99936 -0.82711
O -0.88155 1.76846 -0.72421
H -7.11945 -1.71894 0.07909
H -6.87715 -0.46804 1.30439
H -6.83265 -2.16994 1.76239
H -5.18855 -2.09204 -1.27271
H -1.42615 -2.53024 -1.65281
H -2.22725 -2.71194 -3.72461
H -4.96835 -2.03424 -3.28031
H -3.99305 -1.83764 -4.73011
H -4.01685 0.04476 -2.32421
H -4.79075 0.35036 -3.87841
H -2.76915 0.95676 -4.87831
H -1.87375 -0.32044 -4.03211
H -1.60185 1.09546 -2.10141
H -2.71705 3.15056 -3.86921
H -2.42855 5.32896 -3.02321
H -2.20825 7.58156 -2.19821
H -0.69745 7.81156 -1.31921
H -2.21485 7.69296 -0.43151
H -0.51515 6.01276 0.70649
H 0.25505 4.47096 2.04119
H 0.95765 3.24996 3.63819
H 1.71625 1.75856 3.02389
H -1.13095 1.82196 4.08309
H 0.27735 1.62836 5.14669
H -0.53865 -0.54074 4.80329
H 0.91025 -0.41694 3.76479
H -2.48735 -1.04994 3.86359
H -4.69205 -0.84564 2.75289
N 3.79045 -3.05454 -2.30121
C 3.11785 -4.07634 -1.68261
C 3.28285 -5.45214 -1.68121
C 2.41125 -6.18304 -0.90081
C 1.40875 -5.56434 -0.14811
C 1.22595 -4.19924 -0.15241
C 2.09245 -3.44494 -0.93771
N 2.15865 -2.09344 -1.12521
C 3.17685 -1.88684 -1.92001
C 3.64825 -0.58384 -2.32441
C 4.80595 -0.31834 -3.01451
S 5.01605 1.36926 -3.21671
C 3.52425 1.60396 -2.36501
N 2.94335 0.53116 -1.97711
H 4.59605 -3.14974 -2.89631
H 4.05875 -5.92864 -2.25821
H 2.50745 -7.25774 -0.86741
H 0.76635 -6.18794 0.45249
H 0.45435 -3.71554 0.42569
H 5.54275 -0.99774 -3.39701
H 3.13775 2.59036 -2.19361
S 4.65945 -0.54144 1.25089
C 5.25905 -0.48714 2.77089
N 6.54335 -0.72564 3.07779
C 6.90355 -0.86794 4.46889
C 5.87205 -0.06434 5.25139
S 4.35265 -0.08724 4.22649
H 7.15055 -1.07784 2.35329
H 7.91165 -0.47984 4.63219
H 6.88185 -1.92714 4.76249
H 6.16295 0.97916 5.36959
H 5.65595 -0.49674 6.22429

As for the LUMO energy: -2.57 eV. As for the total charge: +1. The calculation puts the relative energy (zero: lowest compared OMol25 entry of this formula, charge and spin) at 0.574 eV. The value obtained for the HOMO energy is -9.741 eV. Its frontier orbital gap is 7.17 eV.

=====

Entry 4:
This record from the OMol25 dataset describes a cluster of 4 separate species, C4H12O4 in total in a non-equilibrium geometry. The level of theory is wB97M-V/def2-TZVPD.

CARTESIAN COORDINATES (ANGSTROEM)
C 1.21640 -2.42856 1.72188
C 0.99173 -1.11580 1.37669
O 0.93885 -0.76266 0.10961
C 0.88211 0.03767 2.25639
C 1.06952 -0.04052 3.58632
H 1.42732 -3.29260 1.09957
H 1.56361 -2.74720 2.70526
H 1.10819 -1.48006 -0.53878
H 0.64009 0.88052 1.61876
H 1.08134 -0.98036 4.12004
H 1.12785 0.89113 4.13440
H 1.30469 -1.78888 -5.00969
H 2.27994 -2.59227 -4.24096
O 1.31791 -2.49189 -4.35058
H -4.30264 4.98020 0.04586
H -5.35513 4.10746 -0.68506
O -4.66347 4.76359 -0.82947
H -1.10393 2.11265 -2.43968
H -0.57932 0.76721 -1.96142
O -0.94506 1.18039 -2.71913

As for the LUMO energy (alpha / beta): -5.44 / -8.15 eV. As for the total charge: +1. The calculation puts the relative energy (zero: lowest compared OMol25 entry of this formula, charge and spin) at 0.119 eV. As for the multiplicity: 2. The value obtained for the HOMO energy (alpha / beta) is -13.304 / -13.304 eV. Its frontier orbital gap (alpha / beta) is 7.86 / 5.15 eV.

=====

Entry 5:
This record from the OMol25 dataset describes a structure of composition C36H53IrNP2 in a non-equilibrium geometry. The level of theory is wB97M-V/def2-TZVPD.

CARTESIAN COORDINATES (ANGSTROEM)
Ir 0.83215 -3.05423 -1.46955
C 1.42812 1.84967 -2.55586
C 0.29825 1.38004 -3.29463
C -0.46517 2.73491 -1.58623
C 0.94509 2.60754 -1.44799
C -0.86778 1.93287 -2.69928
C 2.85932 1.62905 -2.87640
H 2.98463 0.78017 -3.56647
H 3.44132 1.45176 -1.95522
H 3.31521 2.50982 -3.37061
C 1.71974 3.20171 -0.33282
H 2.73953 2.79367 -0.26250
H 1.22538 3.03982 0.64673
H 1.81114 4.29845 -0.46462
C -1.29405 3.60892 -0.72835
H -1.02757 4.66592 -0.90318
H -1.10516 3.41805 0.33869
H -2.36774 3.50024 -0.92411
C -2.25991 1.64353 -3.13352
H -2.60961 2.35942 -3.90615
H -2.95643 1.71101 -2.28303
H -2.33871 0.63124 -3.57134
C 0.31172 0.41928 -4.44037
H 0.13812 0.91330 -5.42108
H -0.48298 -0.33840 -4.31821
H 1.26841 -0.11999 -4.51738
C 1.33335 -4.75198 -0.47923
C 2.08972 -4.61857 -1.70948
C 1.76097 -5.34554 -2.98077
C 0.27527 -5.18046 -3.36967
C -0.34513 -3.92107 -2.80583
C -1.03260 -3.80578 -1.51829
C -1.19884 -5.02400 -0.65244
C 0.13988 -5.67928 -0.28149
H 2.04511 -6.40427 -2.91983
H -0.32228 -6.08483 -3.16028
H 2.36506 -4.91652 -3.79518
H 0.23845 -6.64481 -0.79318
H 1.87154 -4.53482 0.46260
H 3.13129 -4.30376 -1.58044
H 0.10249 -5.92697 0.79040
H -1.68414 -4.71470 0.27959
H -1.85718 -3.09258 -1.50185
H -1.88156 -5.73907 -1.15382
H 0.25922 -5.03537 -4.46363
H -0.81940 -3.32354 -3.58739
P 1.07467 -0.70171 -0.20241
P -2.03186 -0.40827 -0.24671
C 0.13584 -1.65096 1.19441
C -1.38760 -1.54694 1.10335
H 0.46992 -1.17668 2.13048
H 0.51217 -2.68383 1.20941
H -1.84847 -2.53899 0.99043
H -1.78366 -1.11352 2.03970
C -2.66653 0.98749 0.74205
H -3.20728 1.66585 0.07050
H -1.81665 1.51331 1.19595
H -3.33480 0.59700 1.51732
C -3.57932 -1.24572 -0.81394
H -3.93671 -2.00694 -0.09834
H -3.37077 -1.73117 -1.78441
H -4.35475 -0.47415 -0.96433
C 2.51247 -0.16866 0.83747
H 3.02292 0.65602 0.33379
H 3.22785 -0.98200 0.99334
H 2.18815 0.18905 1.81349
C 2.34976 -1.46710 -1.42680
H 2.08833 -2.19304 -2.30831
H 3.23943 -1.82376 -0.89924
H 2.55041 -0.56418 -2.02798
C 1.46226 -0.31738 4.57890
C 0.08601 -0.20952 4.34570
C -0.42193 0.90742 3.68800
C 0.44279 1.93179 3.23096
C 1.83023 1.81824 3.50401
C 2.33284 0.70504 4.17658
N -0.03414 2.99515 2.49647
C -0.70912 4.00251 3.10302
C -0.66260 5.28941 2.48485
C -1.21236 6.39167 3.11379
C -1.86560 6.25593 4.35025
C -1.98328 4.98441 4.94419
C -1.42192 3.86855 4.32829
H 1.85584 -1.20269 5.08604
H -0.60530 -0.99380 4.67820
H -1.49365 1.04718 3.53145
H 2.47836 2.62304 3.15514
H 3.40665 0.62531 4.36645
H -0.13037 5.36591 1.53025
H -1.12606 7.37872 2.64186
H -2.29561 7.13067 4.84915
H -2.50481 4.86650 5.89351
H -1.49604 2.88500 4.78745

As for the LUMO energy (alpha / beta): -5.69 / -7.99 eV. As for the total charge: +2. As for the multiplicity: 6. The value obtained for the HOMO energy (alpha / beta) is -12.523 / -12.745 eV. Its frontier orbital gap (alpha / beta) is 6.83 / 4.76 eV.

=====

Entry 6:
This record from the OMol25 dataset describes a structure of composition H12O6Pt in a non-equilibrium geometry. The level of theory is wB97M-V/def2-TZVPD.

CARTESIAN COORDINATES (ANGSTROEM)
Pt -0.05931 0.03834 0.22286
O -0.02072 3.51416 -0.17601
H 0.49802 4.06111 0.41389
H -0.02004 3.98955 -1.00681
O -0.51026 0.12438 -3.24476
H 0.02067 0.59860 -3.88465
H -0.96978 -0.53944 -3.75898
O -3.51724 0.07095 0.42733
H -4.19137 -0.00999 1.10203
H -3.94869 0.53796 -0.28820
O 0.07726 -0.74629 3.79183
H 0.50878 -1.51993 4.15446
H 0.12200 -0.09590 4.49269
O 3.38128 0.48271 -0.41908
H 3.85933 0.97749 -1.08458
H 4.03634 -0.10213 -0.03817
O 0.27490 -3.55298 0.07132
H 0.91879 -3.70550 -0.62033
H -0.45992 -4.12316 -0.15490

As for the LUMO energy (alpha / beta): -11.94 / -14.52 eV. As for the total charge: +2. The calculation puts the relative energy (zero: lowest compared OMol25 entry of this formula, charge and spin) at 7.501 eV. As for the multiplicity: 3. The value obtained for the HOMO energy (alpha / beta) is -18.297 / -18.081 eV. Its frontier orbital gap (alpha / beta) is 6.35 / 3.56 eV.

=====

| no. | energy (eV) |
| --- | --- |
| 1 | -64672.623 |
| 2 | -169183.403 |
| 3 | -88192.100 |
| 4 | -12522.214 |
| 5 | -61076.483 |
| 6 | -15701.387 |